No. 1
C23H59ClIN16O35P | ωB97M-V/def2-TZVPD

Values from the calculation:
- HOMO: -8.841 eV
- LUMO: -0.7 eV

Atoms and positions in Å:
1 C 3.4569 -2.7038 -0.1685
2 C 3.4693 -1.2040 -0.7906
3 C 2.4310 -0.3216 0.0525
4 O 2.5851 -0.3037 1.3053
5 O 1.4338 0.4213 -0.6439
6 C 0.1517 -0.3105 -0.6524
7 C 0.2676 -1.5572 -1.6544
8 P -1.3731 -2.3874 -2.1014
9 Cl -1.7314 -2.0113 -4.1809
10 C -2.8466 -1.5971 -1.1729
11 C -3.4405 -2.7738 -0.2083
12 O -2.9006 -3.9122 -0.2521
13 I -5.1104 -2.5182 1.1609
14 H 2.5058 -2.7647 0.4849
15 H 3.2803 -3.4717 -1.0223
16 H 4.4002 -2.9587 0.4153
17 H 4.5153 -0.7520 -0.8333
18 H 3.0442 -1.2446 -1.8641
19 H -0.5962 0.4324 -1.1253
20 H -0.1808 -0.5988 0.4109
21 H 0.9116 -2.3579 -1.1373
22 H 0.8485 -1.2731 -2.6106
23 H -2.5781 -0.6628 -0.5773
24 H -3.7046 -1.3390 -1.9046
25 C 0.9746 -1.0353 -7.3570
26 N 1.6950 -1.0991 -6.0588
27 O 1.4915 -2.0728 -5.3511
28 O 2.4389 -0.1696 -5.7944
29 H 0.3535 -1.9223 -7.4570
30 H 0.3643 -0.1374 -7.3488
31 H 1.7244 -0.9978 -8.1470
32 C 1.2141 3.1918 0.8838
33 N 0.4050 4.1476 1.6844
34 O -0.8078 4.1174 1.5369
35 O 1.0121 4.8944 2.4327
36 H 0.5445 2.5957 0.2686
37 H 1.8929 3.7747 0.2621
38 H 1.7616 2.5592 1.5819
39 C -2.8649 6.4442 2.7950
40 N -4.0220 7.3403 2.5356
41 O -4.3685 8.0852 3.4380
42 O -4.5416 7.2642 1.4350
43 H -2.5056 6.6190 3.8072
44 H -3.2116 5.4180 2.6806
45 H -2.0930 6.6840 2.0653
46 C -3.8813 0.3365 4.3719
47 N -4.2790 1.1691 3.2060
48 O -4.6008 2.3269 3.4248
49 O -4.2546 0.6320 2.1099
50 H -3.9499 0.9403 5.2741
51 H -4.5662 -0.5091 4.4203
52 H -2.8582 0.0072 4.2061
53 C 5.7768 1.1610 1.4955
54 N 5.3738 2.0069 0.3421
55 O 5.0160 3.1492 0.5797
56 O 5.4305 1.4932 -0.7642
57 H 5.6774 1.7430 2.4097
58 H 5.1153 0.2954 1.5153
59 H 6.8127 0.8637 1.3387
60 C -2.3062 -0.2542 -10.4210
61 N -1.5884 -0.3224 -9.1212
62 O -1.7961 -1.2938 -8.4164
63 O -0.8376 0.6083 -8.8543
64 H -2.9310 -1.1395 -10.5235
65 H -2.9145 0.6486 -10.4138
66 H -1.5556 -0.2185 -11.2094
67 C -4.8359 -3.8582 -3.6583
68 N -5.9712 -2.9357 -3.9212
69 O -6.2879 -2.1695 -3.0254
70 O -6.5016 -3.0124 -5.0157
71 H -4.4633 -3.6809 -2.6509
72 H -5.2094 -4.8767 -3.7579
73 H -4.0654 -3.6445 -4.3979
74 C -6.0173 2.3498 0.3160
75 N -7.4168 2.0123 -0.0553
76 O -8.0492 2.8489 -0.6783
77 O -7.8324 0.9173 0.2919
78 H -5.7858 3.3464 -0.0559
79 H -5.9487 2.3181 1.4011
80 H -5.3675 1.6065 -0.1430
81 C -2.1101 -1.5091 8.4125
82 N -2.5065 -0.6770 7.2468
83 O -2.8267 0.4797 7.4657
84 O -2.4822 -1.2144 6.1511
85 H -2.1787 -0.9041 9.3146
86 H -2.7958 -2.3541 8.4610
87 H -1.0856 -1.8398 8.2465
88 C -1.6436 3.9740 7.8377
89 N -0.8691 3.8135 9.0958
90 O -0.3385 2.7346 9.2937
91 O -0.8215 4.7791 9.8417
92 H -1.5995 3.0420 7.2773
93 H -2.6708 4.2106 8.1122
94 H -1.1880 4.7861 7.2724
95 C -7.8454 -4.8193 -2.2886
96 N -7.6705 -6.0076 -1.4141
97 O -6.6435 -6.0725 -0.7560
98 O -8.5686 -6.8325 -1.4186
99 H -6.9767 -4.1770 -2.1814
100 H -7.9385 -5.1768 -3.3139
101 H -8.7484 -4.3026 -1.9663
102 C -0.0934 6.1172 12.4236
103 N 0.6812 5.9562 13.6822
104 O 1.2120 4.8758 13.8798
105 O 0.7290 6.9210 14.4279
106 H -0.0499 5.1874 11.8631
107 H -1.1205 6.3543 12.6985
108 H 0.3627 6.9295 11.8590
109 C 8.6932 -2.7608 0.6341
110 N 7.8755 -1.8138 1.4360
111 O 6.6653 -1.8491 1.2853
112 O 8.4775 -1.0664 2.1900
113 H 8.0295 -3.3591 0.0129
114 H 9.3699 -2.1706 0.0178
115 H 9.2423 -3.3926 1.3313
116 C 3.6786 -6.5798 -3.4345
117 N 3.6035 -5.4649 -2.4550
118 O 4.4184 -4.5561 -2.5762
119 O 2.7280 -5.5422 -1.5994
120 H 4.4928 -6.3820 -4.1291
121 H 3.8621 -7.4964 -2.8753
122 H 2.7249 -6.6206 -3.9593
123 C 13.4658 -2.8996 -0.1698
124 N 12.0832 -3.2645 -0.5747
125 O 11.4405 -2.4311 -1.1923
126 O 11.6911 -4.3749 -0.2580
127 H 13.6777 -1.8900 -0.5164
128 H 13.5146 -2.9531 0.9170
129 H 14.1433 -3.6165 -0.6321
130 C -1.2206 3.4148 -10.1373
131 N -1.5345 3.3904 -11.5899
132 O -1.1392 4.3235 -12.2649
133 O -2.1695 2.4302 -12.0011
134 H -0.6570 4.3189 -9.9149
135 H -2.1662 3.4072 -9.5965
136 H -0.6307 2.5283 -9.9140

No. 2
C23H26N6O5S3W | ωB97M-V/def2-TZVPD

Values from the calculation:
- Charge: +2
- HOMO (spin up / spin down): -13.042 / -13.061 eV
- LUMO (spin up / spin down): -7.9 / -7.8 eV

Atoms and positions in Å:
1 W -0.1662 0.4729 0.5657
2 O -0.6198 1.4519 -3.5543
3 C -0.8009 1.2738 -2.2642
4 O 0.0553 0.6505 -1.5324
5 C -1.9347 1.8206 -1.5872
6 C -2.9331 2.6432 -2.1244
7 C -3.9016 3.1617 -1.2805
8 C -3.8444 2.8880 0.0828
9 C -2.8101 2.0889 0.5789
10 N -1.8721 1.5145 -0.2467
11 C -2.4970 1.7690 1.9500
12 O -3.2024 2.0951 3.0133
13 O -1.4206 1.1050 2.1058
14 H 0.1974 1.0401 -3.8780
15 H -2.9145 2.8706 -3.1759
16 H -4.6770 3.7986 -1.6737
17 H -4.5729 3.3063 0.7564
18 H -3.9718 2.6643 2.8509
19 S 0.9066 2.7273 0.3646
20 C 1.9504 2.3416 1.7362
21 S 1.4312 0.9018 2.5598
22 C 3.0807 3.0608 1.9941
23 C 3.9376 2.7981 3.0846
24 N 4.6591 2.6074 3.9528
25 C 3.5200 4.0242 1.0586
26 N 3.9164 4.6979 0.2201
27 C -1.5492 -3.6521 -2.4843
28 C -1.2125 -2.1752 -2.3618
29 O -0.6608 -1.8637 -1.0734
30 H -2.0963 -3.8268 -3.4059
31 H -2.1711 -3.9693 -1.6503
32 H -0.6486 -4.2634 -2.5066
33 H -2.1153 -1.5648 -2.4579
34 H -0.4939 -1.8857 -3.1379
35 H -0.0252 -2.5705 -0.8812
36 S 1.9591 -1.1067 0.1003
37 C 3.2580 -0.3299 -0.7387
38 N 4.3175 -1.0656 -1.0229
39 C 5.4364 -0.5741 -1.8131
40 C 4.9306 0.5258 -2.7376
41 C 4.2283 1.5853 -1.8968
42 N 3.1793 0.9335 -1.1230
43 H 4.3502 -2.0129 -0.6725
44 H 5.8427 -1.4087 -2.3860
45 H 6.2201 -0.1925 -1.1509
46 H 4.2257 0.0957 -3.4519
47 H 5.7546 0.9651 -3.2938
48 H 3.7619 2.3478 -2.5219
49 H 4.9363 2.0815 -1.2247
50 H 2.3547 1.4812 -0.8761
51 C -3.7277 -3.8032 3.9199
52 C -2.8356 -2.9694 3.0847
53 C -1.5412 -2.6377 3.4959
54 C -0.7341 -1.8546 2.6989
55 N -1.1440 -1.3492 1.5205
56 C -2.3959 -1.6544 1.1213
57 C -3.2401 -2.4636 1.8462
58 H -4.0590 -3.2348 4.7893
59 H -3.1986 -4.6758 4.2973
60 H -4.6110 -4.1264 3.3778
61 H -1.1720 -2.9837 4.4478
62 H 0.2866 -1.6172 2.9948
63 H -2.7100 -1.2491 0.1626
64 H -4.2153 -2.7111 1.4549

No. 3
C2H4INS | ωB97M-V/def2-TZVPD

Values from the calculation:
- HOMO (spin up / spin down): -7.285 / -8.323 eV
- 2S+1: 3
- LUMO (spin up / spin down): 0.2 / -2.2 eV

Atoms and positions in Å:
1 C -0.0911 0.1661 0.0040
2 C -0.0925 1.4226 0.3105
3 N 1.0724 -0.4874 -0.3128
4 S 4.7065 -0.1037 1.1357
5 I 3.0064 0.0775 -0.4952
6 H -0.9766 -0.4864 0.0570
7 H -0.9027 2.0429 0.5669
8 H 0.8491 1.8844 0.0181
9 H 1.0644 -1.5204 -0.5137

No. 4
C5H10NO2 | ωB97M-V/def2-TZVPD

Values from the calculation:
- Charge: -1
- HOMO: -2.067 eV
- LUMO: 0.6 eV

Atoms and positions in Å:
1 C 0.5786 0.5758 1.5690
2 C 1.3723 1.3176 2.6216
3 N 2.7751 1.1949 2.2546
4 C -0.1858 -2.4197 -1.3633
5 C -0.1767 -0.9818 -1.7150
6 C -1.3101 -0.1188 -1.4992
7 O -2.4446 -0.6064 -1.2533
8 O -1.0475 1.1078 -1.3554
9 H 0.7885 1.0447 0.6057
10 H -0.5128 0.7067 1.6124
11 H 0.9057 -0.4673 1.5780
12 H 1.2100 0.7899 3.5898
13 H 1.0480 2.3807 2.6761
14 H 3.2519 1.7161 2.9965
15 H 0.1548 -2.4496 -0.3161
16 H 0.3743 -3.0516 -2.0415
17 H -1.2772 -2.5834 -1.4479
18 H 0.6970 -0.3810 -1.9799

No. 5
C25H33N7O4 | ωB97M-V/def2-TZVPD

Values from the calculation:
- HOMO: -8.147 eV
- SMILES: [H]/N=c1/c(C(=O)NCCN2CCOCC2)cc2c(=O)n3cccc(C)c3nc2n1CCN1CCOCC1
- LUMO: -0.6 eV

Atoms and positions in Å:
1 H 0.2558 2.5193 0.2967
2 N 0.8662 1.7594 0.5640
3 C 0.3953 0.5752 0.4867
4 C 1.2031 -0.5699 0.8689
5 C 2.6346 -0.4761 1.3110
6 O 3.2781 -1.4887 1.5438
7 N 3.1321 0.7631 1.4265
8 C 4.4803 1.0479 1.8470
9 C 5.3129 1.7312 0.7512
10 N 6.1678 0.8028 0.0363
11 C 5.4274 -0.1925 -0.7228
12 C 6.4117 -1.1572 -1.3810
13 O 7.3223 -0.4856 -2.2236
14 C 8.0312 0.4835 -1.4916
15 C 7.0863 1.4980 -0.8481
16 C 0.6706 -1.8202 0.8455
17 C -0.6676 -2.0491 0.4531
18 C -1.2291 -3.3647 0.4633
19 O -0.6859 -4.3963 0.7911
20 N -2.6031 -3.4119 0.0231
21 C -3.2109 -4.6289 0.0020
22 C -4.4971 -4.7672 -0.4004
23 C -5.2180 -3.6242 -0.8055
24 C -4.6286 -2.3940 -0.7917
25 C -5.3356 -1.1478 -1.2084
26 C -3.2702 -2.2724 -0.3621
27 N -2.7182 -1.0825 -0.3500
28 C -1.4420 -0.9571 0.0465
29 N -0.9060 0.2918 0.0327
30 C -1.7604 1.3762 -0.4123
31 C -2.4852 2.0274 0.7885
32 N -3.3242 3.1595 0.4880
33 C -2.6287 4.3385 0.0068
34 C -3.6090 5.5136 0.0296
35 O -4.7377 5.2505 -0.7699
36 C -5.3986 4.0887 -0.3279
37 C -4.4663 2.8752 -0.3595
38 H 2.5023 1.5244 1.1689
39 H 4.9520 0.1056 2.1332
40 H 4.4364 1.7029 2.7236
41 H 4.6290 2.2695 0.0681
42 H 5.9716 2.4698 1.2160
43 H 4.7878 -0.7608 -0.0502
44 H 4.8031 0.2833 -1.5018
45 H 5.8829 -1.8749 -2.0098
46 H 6.9621 -1.6949 -0.5954
47 H 8.7025 0.9754 -2.1984
48 H 8.6224 -0.0036 -0.7013
49 H 7.6684 2.2157 -0.2647
50 H 6.5478 2.0443 -1.6449
51 H 1.2821 -2.6607 1.1397
52 H -2.5819 -5.4447 0.3277
53 H -4.9608 -5.7390 -0.4101
54 H -6.2427 -3.7295 -1.1280
55 H -6.3649 -1.3593 -1.4824
56 H -5.3161 -0.4241 -0.3964
57 H -4.8222 -0.6962 -2.0550
58 H -2.4954 0.9477 -1.0938
59 H -1.1579 2.1095 -0.9545
60 H -1.7436 2.3523 1.5251
61 H -3.1107 1.2613 1.2558
62 H -1.7864 4.5527 0.6676
63 H -2.2577 4.2136 -1.0253
64 H -3.1464 6.4134 -0.3790
65 H -3.9215 5.6986 1.0680
66 H -6.2471 3.9445 -0.9986
67 H -5.7619 4.2344 0.7004
68 H -4.9884 2.0001 0.0305
69 H -4.1723 2.6828 -1.4052

No. 6
C12H30F2K2NO10S2 | ωB97M-V/def2-TZVPD

Values from the calculation:
- Charge: +1
- HOMO: -10.814 eV
- LUMO: -4.9 eV

Atoms and positions in Å:
1 K 9.8316 4.1741 -13.2456
2 K 8.7280 6.3954 -15.8517
3 N 8.4805 3.8243 -15.5247
4 S 8.6662 2.4605 -16.4686
5 O 8.2068 2.5608 -17.7937
6 O 8.4691 1.2571 -15.7625
7 F 10.2429 2.6452 -16.5600
8 S 6.9684 3.5594 -15.0293
9 O 6.9178 2.9741 -13.7415
10 O 6.0210 3.3056 -16.0312
11 F 6.6035 5.1119 -14.6358
12 C 5.3900 4.2503 -21.0377
13 O 5.4191 2.9752 -21.6013
14 C 6.4070 2.1550 -21.0216
15 C 6.1883 0.7242 -21.4388
16 O 6.4098 0.4910 -22.8045
17 C 5.3064 0.7477 -23.6622
18 H 5.4487 4.2233 -19.9371
19 H 4.4979 4.7856 -21.3461
20 H 6.2835 4.8296 -21.3390
21 H 6.3412 2.2005 -19.9242
22 H 7.3997 2.5013 -21.3379
23 H 5.2048 0.3630 -21.1130
24 H 6.9125 0.0917 -20.9109
25 H 5.1117 -0.1307 -24.2784
26 H 5.5006 1.6327 -24.2683
27 H 4.3876 0.9431 -23.0979
28 C 5.7286 -4.5838 -12.3260
29 O 5.9180 -3.2195 -12.5622
30 C 6.3750 -2.9654 -13.8497
31 C 6.4081 -1.4952 -14.1060
32 O 5.0948 -1.0067 -14.0722
33 C 5.0530 0.3923 -14.0278
34 H 5.2718 -4.7069 -11.3416
35 H 6.6789 -5.1336 -12.3078
36 H 5.0360 -5.0302 -13.0495
37 H 5.7292 -3.4265 -14.6229
38 H 7.3567 -3.4316 -14.0414
39 H 6.8375 -1.3475 -15.1082
40 H 7.0348 -1.0079 -13.3456
41 H 5.4586 0.8316 -14.9537
42 H 5.5738 0.8168 -13.1669
43 H 4.0029 0.6870 -14.0272
44 C 5.7525 5.3332 -11.0408
45 O 4.7656 5.2860 -12.0266
46 C 3.4898 5.1854 -11.4454
47 C 2.3655 5.3605 -12.4684
48 O 2.5455 4.7106 -13.6840
49 C 3.1624 5.5176 -14.6679
50 H 5.7358 4.4403 -10.4005
51 H 5.6579 6.2234 -10.4069
52 H 6.7301 5.3406 -11.5394
53 H 3.3680 5.9811 -10.6952
54 H 3.3953 4.2146 -10.9429
55 H 2.1216 6.4267 -12.5844
56 H 1.4798 4.9384 -11.9778
57 H 4.0945 5.9364 -14.2933
58 H 2.4741 6.3023 -14.9992
59 H 3.3848 4.8684 -15.5154